No. 1
Entry from OMol25: C54H58N4O2P3Tl as an isolated structure at a distorted geometry (wB97M-V/def2-TZVPD).

The highest occupied orbital energy (alpha / beta) comes out at -2.79 / -3.41 eV. The orbital gap (alpha / beta) is 2.83 / 3.14 eV. The value obtained for the LUMO energy (alpha / beta) is 0.001 / -0.010 Eh. The energy above the lowest of the compared OMol25 structures with the same formula, charge and spin is 11.97 kcal/mol.

ORCA input file:
```
! wB97M-V def2-TZVPD RIJCOSX def2/J DEFGRID3
* xyz 0 1
Tl 0.57463 -1.60345 0.40613
C 0.68092 1.95041 -3.41042
N 1.34784 3.07227 -2.78876
C 1.32731 3.28562 -1.34141
P -0.07260 2.39231 -0.41012
C 0.35434 2.92971 1.23666
C -0.71765 3.03467 2.14630
C -0.51819 3.50711 3.46505
C 0.75571 4.02926 3.78796
C 1.79223 3.86543 2.91200
C 1.65780 3.27803 1.64079
C -1.35370 3.61329 -0.94178
C -2.33081 3.25823 -1.87328
C -3.45375 4.06247 -2.09160
C -3.52468 5.31241 -1.47164
C -2.52343 5.73061 -0.55339
C -1.42882 4.87676 -0.30474
C 1.93713 4.00951 -3.59631
C 3.10291 4.67983 -3.12773
C 3.80274 5.54548 -3.93303
C 3.25452 5.94842 -5.15548
C 2.05085 5.37851 -5.60437
C 1.39288 4.43484 -4.83799
P 1.20403 0.25071 -2.68125
C 2.97559 0.26701 -3.21595
C 3.22940 0.43697 -4.56487
C 4.51401 0.81460 -4.95069
C 5.55797 0.85334 -4.06604
C 5.36126 0.54591 -2.71224
C 4.06032 0.19569 -2.30736
C 0.51136 -0.87715 -4.01829
C 1.30185 -1.95601 -4.52462
C 1.03941 -2.54110 -5.75457
C 0.06475 -1.99146 -6.61468
C -0.78216 -0.99752 -6.08710
C -0.63667 -0.60429 -4.73547
H 0.87308 2.00606 -4.47431
H -0.41467 1.93009 -3.30600
H 1.30524 4.36859 -1.23260
H 2.32788 2.87337 -0.98864
H -1.70146 2.70508 1.83397
H -1.29799 3.41896 4.15941
H 0.85704 4.48879 4.81022
H 2.80613 4.17407 3.17771
H 2.52171 3.01839 0.96826
H -2.28211 2.23201 -2.25269
H -4.26261 3.68685 -2.74762
H -4.37110 6.03911 -1.64229
H -2.60370 6.62849 -0.01551
H -0.64295 5.21962 0.37289
H 3.51871 4.47720 -2.13898
H 4.75577 5.99090 -3.57899
H 3.75198 6.67460 -5.76458
H 1.68170 5.54618 -6.61831
H 0.41962 4.03452 -5.07638
H 2.47952 0.36432 -5.34254
H 4.63282 1.12630 -5.98780
H 6.53187 1.19562 -4.45189
H 6.20855 0.58451 -2.03929
H 3.89864 -0.10444 -1.28504
H 2.14203 -2.30412 -3.94327
H 1.65109 -3.39298 -6.16916
H 0.12827 -2.19576 -7.68586
H -1.49484 -0.54634 -6.78962
H -1.43960 0.03025 -4.30200
O 2.25294 -0.72218 2.47487
C 3.44135 -1.42228 2.85535
C 3.76618 -2.44137 1.76395
C 5.08419 -2.64986 1.51596
C 5.50737 -3.58876 0.62693
C 4.51879 -4.35672 -0.04425
C 3.21088 -4.00152 0.15933
N 2.84072 -3.01254 0.99912
H 1.79865 -0.31482 3.24597
H 3.38254 -1.98784 3.80901
H 4.32351 -0.78868 2.94010
H 5.85258 -1.99450 1.93858
H 6.59235 -3.74252 0.44572
H 4.80902 -5.11222 -0.80393
H 2.35113 -4.49979 -0.38098
N 0.73532 -9.38436 -0.83636
C 0.47521 -8.27962 -0.55237
C 0.11774 -6.93429 -0.18837
C -0.52285 -6.07986 -1.05985
C -0.77260 -4.77835 -0.69854
N -0.58533 -4.34011 0.58333
C 0.13451 -5.14165 1.40596
C 0.46129 -6.46209 1.06862
H -0.91263 -6.42138 -2.03879
H -1.20418 -4.05492 -1.38496
H 0.38498 -4.67897 2.36316
H 0.99677 -7.07781 1.75874
O -2.23202 -2.19635 -2.21444
H -2.96671 -1.56734 -2.03373
H -2.18879 -2.33145 -3.18642
C -3.96434 -1.36308 4.28886
C -3.19795 -1.09342 5.56651
C -3.14150 0.14205 6.20374
C -2.36719 0.35419 7.33439
C -1.78620 -0.72917 7.98169
C -1.69470 -1.95200 7.25854
C -2.35354 -2.12565 6.04469
H -3.52992 -2.27495 3.88165
H -3.85899 -0.48924 3.60755
H -3.66863 0.95577 5.69880
H -2.32646 1.40557 7.75981
H -1.40546 -0.59547 9.00752
H -1.17208 -2.86606 7.66165
H -2.24605 -3.09294 5.53984
C -5.76243 -2.09392 2.39763
P -5.79194 -1.57523 4.13904
C -6.66209 -2.68395 5.24048
C -6.72490 -0.05337 4.38464
H -6.75708 -2.01638 1.99184
H -5.34374 -3.10172 2.37679
H -5.03690 -1.41475 1.89659
H -7.67329 -2.79461 4.82701
H -6.76600 -2.41795 6.32301
H -6.16097 -3.66216 5.23397
H -7.74895 -0.22343 4.04332
H -6.23109 0.78328 3.87842
H -6.77039 0.08412 5.49152
*
```


No. 2
Entry from OMol25: C33H77CaN2O13S4 as an isolated structure at a distorted geometry (wB97M-V/def2-TZVPD).

The highest occupied orbital energy comes out at -11.31 eV. The orbital gap is 7.95 eV. The value obtained for the LUMO energy is -0.123 Eh.

ORCA input file:
```
! wB97M-V def2-TZVPD RIJCOSX def2/J DEFGRID3
* xyz 1 1
Ca -3.24097 0.50679 2.03966
C -0.71022 0.94121 -1.56898
C -0.83892 0.34877 -0.15096
C 0.49678 -0.34295 0.18327
O -1.38547 1.19903 0.80354
H 0.13285 1.62761 -1.68120
H -1.61350 1.44978 -1.89991
H -0.52068 0.12223 -2.26405
H -1.57356 -0.48265 -0.24895
H 0.64052 -1.15057 -0.53718
H 0.43048 -0.76565 1.18748
H 1.32244 0.36535 0.09265
C -0.07090 -5.93552 -0.02781
C 0.94423 -4.81908 -0.27180
C 2.15092 -5.30197 -1.08948
O 0.29818 -3.84402 -1.11094
H 0.29304 -6.66583 0.69659
H -0.41893 -6.41965 -0.93650
H -0.93802 -5.42814 0.41598
H 1.22888 -4.31656 0.65933
H 2.26646 -6.37810 -0.97584
H 3.07784 -4.83641 -0.73380
H 2.14960 -5.00037 -2.13540
H -0.60355 -3.65213 -0.83706
C 2.09893 4.61817 2.67261
C 1.47343 3.25187 2.37805
C 1.78298 2.18926 3.41853
O 0.06400 3.52614 2.28376
H 3.15040 4.50938 2.95204
H 1.62363 5.09104 3.53547
H 2.02016 5.31080 1.83835
H 1.81781 2.99298 1.37130
H 1.48207 1.21855 3.01907
H 1.21044 2.41930 4.31970
H 2.83728 2.16639 3.69104
H -0.35290 2.76151 1.85427
C -0.39945 -0.00464 5.60157
C -1.09430 -0.02324 4.21770
C -1.28927 -1.44483 3.74756
O -1.99222 -1.41450 2.47326
C -2.06986 -2.75896 1.99748
N -2.36295 0.72135 4.38441
H -0.50470 0.93641 6.13627
H 0.65796 -0.27775 5.53080
H -0.78025 -0.79127 6.26433
H -0.44714 0.51183 3.52240
H -1.96499 -1.96171 4.43645
H -0.31155 -1.92023 3.69283
H -1.12597 -3.28975 2.12189
H -2.32423 -2.72198 0.93568
H -2.85932 -3.36302 2.45650
H -2.82809 0.38267 5.22951
H -1.99011 1.60420 4.73780
C -6.18427 3.89316 2.91541
C -5.53162 2.66324 2.25727
C -5.35523 2.73010 0.74328
O -4.63920 1.54743 0.38282
C -4.45566 1.41358 -1.02558
N -4.27119 2.40102 2.98671
H -7.18153 4.04108 2.48999
H -5.61639 4.82103 2.84750
H -6.39026 3.72060 3.97399
H -6.28654 1.88672 2.41603
H -4.82082 3.62957 0.41812
H -6.34656 2.76806 0.28539
H -3.86851 0.50671 -1.20257
H -3.92001 2.21216 -1.53823
H -5.42457 1.19374 -1.48074
H -4.44596 2.25774 3.97555
H -3.73518 3.26826 2.95590
C 3.89885 -1.83115 -2.44187
C 3.25039 -0.45282 -2.19931
C 4.33345 0.56955 -2.55694
S 5.05818 -0.03379 -4.08664
O 6.48495 0.22531 -4.04434
O 4.25733 0.39931 -5.20344
C 4.67938 -1.79242 -3.75061
H 3.18261 -2.65740 -2.45812
H 4.52894 -2.09644 -1.58997
H 3.00124 -0.34285 -1.14564
H 2.36191 -0.40128 -2.82949
H 5.13451 0.53138 -1.81878
H 4.03081 1.60134 -2.71931
H 5.61096 -2.34086 -3.60863
H 4.21961 -2.19512 -4.65075
C 2.90896 -3.71361 3.09766
C 2.50510 -2.31135 2.61608
C 3.28904 -1.98688 1.33395
S 4.87235 -2.89049 1.46434
O 5.90864 -1.90410 1.73603
O 4.98460 -3.85925 0.40296
C 4.44050 -3.73546 3.02896
H 2.50725 -4.45404 2.40507
H 2.59065 -3.90701 4.11917
H 2.70286 -1.54998 3.37311
H 1.43349 -2.27555 2.41768
H 3.51872 -0.94222 1.12330
H 2.77133 -2.25976 0.40999
H 4.85773 -3.05753 3.77629
H 5.06065 -4.62918 3.03994
C 0.53714 -3.22590 -4.47931
C 0.15730 -1.88720 -3.87320
C -1.28609 -1.60316 -4.20558
S -1.53708 -2.33013 -5.86159
O -1.65306 -1.31879 -6.88692
O -2.49180 -3.42189 -5.72981
C 0.18021 -3.07397 -5.95775
H 0.01983 -4.06058 -4.00410
H 1.60527 -3.38288 -4.31557
H 0.83750 -1.17522 -4.35726
H 0.45383 -1.85062 -2.82390
H -1.54651 -0.54516 -4.18456
H -1.90118 -2.04489 -3.41922
H 0.77531 -2.29476 -6.43241
H 0.16382 -3.96671 -6.57483
C -0.41723 4.71040 -1.81265
C -0.56458 6.17275 -2.27157
C -1.99035 6.48603 -2.74820
S -3.03205 5.09766 -2.10339
O -3.29829 4.19446 -3.20890
O -4.07111 5.57749 -1.21413
C -1.73427 4.30287 -1.13758
H 0.42785 4.60988 -1.13118
H -0.19786 4.00127 -2.61242
H 0.11605 6.28325 -3.11403
H -0.33853 6.83056 -1.43605
H -2.11055 6.40966 -3.82507
H -2.41365 7.39171 -2.32686
H -1.85063 3.25188 -0.88964
H -1.79006 4.74030 -0.13315
*
```


Question: Number 1 is which compound?
Answer: C54H58N4O2P3Tl